138
Properties=species:S:1:pos:R:3:forces:R:3 method="wB97M-V/def2-TZVPD" homo_ha=-0.3764 total_charge=+1 total_energy_ha=-5803.1162 gap_ev=5.47
C -6.62418 1.08100 -2.76166 0.712 0.572 -1.356
C -5.52324 1.60190 -3.90139 -0.088 0.033 0.906
C -4.00638 1.42325 -3.27651 0.200 -0.484 -0.955
C -2.92200 0.97133 -4.43723 -1.177 -0.252 0.205
C -3.35087 -0.55024 -4.92436 1.314 -0.146 -0.298
C -2.00488 -1.31785 -5.52360 -0.057 -0.191 0.887
C -1.03514 -1.61676 -4.23455 0.663 -0.099 0.354
C -0.61018 -3.19910 -4.04872 0.083 0.538 -0.108
C -0.09799 -3.52450 -2.49273 0.411 -0.487 -1.328
C 1.02421 -2.43435 -1.97553 0.387 -0.943 0.900
C 0.57175 -1.65476 -0.56907 0.989 -0.409 -0.206
C 1.36345 -0.19563 -0.43905 -1.014 -0.810 -1.879
N 2.52715 -0.35294 0.56359 0.636 -0.154 -1.836
C 2.35572 0.07998 2.00091 1.186 -0.672 1.439
C 0.80843 0.15138 2.53645 -5.387 -3.004 1.011
O -0.04705 -0.86773 2.65069 6.236 6.759 -1.068
O 0.31606 1.50337 2.96266 3.702 -3.021 -1.143
C 3.68919 -0.85490 0.01383 5.089 -1.918 -1.287
N 4.04198 -1.30650 -1.38500 2.604 -0.009 1.598
C 5.48091 -1.74723 -1.54175 -4.750 3.322 7.299
S 6.25444 -2.30739 -3.15405 2.836 -5.381 -3.702
C 5.42835 -1.25374 -4.51826 -1.368 1.399 -0.555
O 7.80359 -2.19647 -3.20776 -5.729 0.632 1.043
O 5.76269 -3.77494 -3.42575 1.242 5.730 1.705
N 6.03080 -1.57712 -0.14267 -1.909 -0.728 -5.569
Br 7.83173 -1.97474 0.23327 -1.186 0.457 0.325
N 5.00969 -1.09350 0.70320 -1.530 0.458 -1.968
O 5.39798 -0.92621 1.97667 -0.793 -0.967 0.589
C 5.27051 -2.23082 2.68907 -1.016 -1.969 1.834
C 4.88058 -1.98265 4.29208 0.611 -0.318 -0.852
H -6.22747 0.03928 -2.35895 -1.098 2.164 -0.791
H -7.65001 0.97561 -3.35916 2.049 0.180 1.814
H -6.65773 1.89449 -1.92033 -0.241 -1.798 -1.563
H -5.73062 0.96644 -4.86219 0.818 1.156 1.772
H -5.67175 2.73816 -4.18334 0.079 -2.339 0.640
H -4.04947 0.53584 -2.48030 0.235 2.022 -1.560
H -3.60057 2.40443 -2.78199 -1.062 -1.826 -0.763
H -1.85560 1.03450 -3.95063 -1.934 -0.407 -1.148
H -2.96440 1.68166 -5.37877 0.123 -1.286 2.001
H -4.21966 -0.55221 -5.73640 1.858 0.132 1.942
H -3.65436 -1.15422 -3.95537 0.310 1.133 -2.097
H -2.26929 -2.35743 -6.02304 0.430 2.244 0.891
H -1.39663 -0.64841 -6.28271 -1.510 -1.354 1.417
H -1.53129 -1.29170 -3.20574 0.821 -0.478 -2.214
H -0.05596 -0.95046 -4.36874 -2.009 -1.494 0.460
H 0.23420 -3.42503 -4.84542 -1.562 0.282 1.778
H -1.51705 -3.89143 -4.32687 1.686 1.355 0.668
H -1.02145 -3.64045 -1.77827 1.815 0.489 -1.320
H 0.42929 -4.58263 -2.55651 -1.163 2.145 0.307
H 1.98656 -3.07391 -1.68469 -1.969 1.506 -0.731
H 1.36748 -1.69790 -2.81843 -0.922 -1.316 1.614
H -0.59671 -1.55625 -0.49753 2.428 -0.076 -0.035
H 1.01903 -2.32836 0.30828 -1.513 1.496 -1.731
H 0.65512 0.69982 -0.18548 1.587 -1.735 0.062
H 1.76927 0.02147 -1.54082 -0.451 -0.281 2.704
H 2.93214 1.08701 2.17646 -1.320 -1.774 -0.360
H 2.89711 -0.73909 2.67979 -1.332 1.857 -1.347
H 1.15965 2.06381 3.03388 -1.799 -0.869 -0.178
H 5.34960 -0.11938 -4.22599 0.452 -2.263 -0.260
H 6.03445 -1.32289 -5.52824 -0.845 -0.312 2.412
H 4.30937 -1.61998 -4.69703 2.630 0.390 0.690
H 4.35168 -2.84915 2.24578 2.188 1.409 0.536
H 6.27467 -2.84788 2.57161 -2.148 1.468 0.198
H 5.31286 -0.93619 4.61122 -0.891 -2.244 -0.373
H 3.70307 -2.03537 4.45716 2.701 0.193 -0.328
H 5.41113 -2.88254 4.86974 -1.311 2.242 -1.066
C 0.35703 4.19397 -0.25877 -0.062 1.145 0.034
O 0.88743 4.56713 -1.29762 -0.414 -0.217 0.953
N -0.15197 5.01992 0.72053 0.519 -1.185 -0.843
C -0.76561 4.49833 1.92385 -0.008 0.137 -0.173
C -0.07141 6.45506 0.54220 0.145 0.076 -0.342
H 0.24401 3.12355 -0.02281 -0.109 -0.053 0.161
H -1.79963 4.85136 1.97481 0.060 -0.129 0.217
H -0.20866 4.86347 2.79139 -0.176 -0.076 0.124
H -0.75910 3.40495 1.92726 -0.032 0.213 -0.086
H -0.60337 6.73001 -0.37338 0.122 0.155 0.132
H 0.97930 6.74206 0.43897 -0.169 0.158 -0.032
H -0.51348 6.97545 1.39590 0.063 -0.209 -0.134
C -8.47758 3.65982 -0.60271 0.233 0.440 0.339
O -8.00327 4.08963 -1.64678 -0.111 -0.038 0.875
N -8.24009 4.17333 0.65436 -0.295 -0.621 -1.137
C -8.84138 3.60575 1.84300 0.091 0.140 -0.084
C -7.36164 5.31660 0.79278 0.004 0.000 -0.325
H -9.15836 2.79338 -0.59389 -0.009 0.018 0.112
H -9.44633 4.37344 2.33404 -0.016 -0.190 0.138
H -8.04662 3.27565 2.51793 -0.185 -0.047 0.127
H -9.47790 2.75246 1.59344 0.124 0.161 -0.050
H -7.76827 6.14982 0.21202 0.214 0.029 0.099
H -6.37586 5.05775 0.39497 -0.020 0.213 0.049
H -7.27055 5.60847 1.84232 -0.092 -0.133 -0.173
C 4.46723 1.01036 7.09982 0.929 -0.014 0.492
O 4.19514 -0.15731 7.34939 0.368 0.704 -0.205
N 5.64038 1.64855 7.44150 -1.460 -0.515 -0.587
C 5.88596 3.03617 7.10869 0.102 -0.120 0.112
C 6.66084 0.90960 8.15601 -0.127 -0.318 0.097
H 3.76189 1.66273 6.56021 0.062 0.133 0.014
H 6.77715 3.09578 6.47730 -0.065 0.220 0.047
H 6.05116 3.59734 8.03278 0.020 0.145 -0.197
H 5.03684 3.46898 6.57276 0.093 -0.131 0.107
H 6.96477 0.04905 7.55273 0.089 0.019 0.217
H 6.24259 0.54801 9.10011 0.226 -0.059 -0.076
H 7.52808 1.54431 8.35617 -0.236 -0.055 -0.087
C 6.79177 -3.39860 -8.68286 0.865 0.053 -0.230
O 7.05992 -2.98374 -9.80347 -0.011 -0.370 1.112
N 7.71244 -3.75033 -7.71904 -1.114 0.332 -0.710
C 7.31281 -4.23390 -6.41404 0.183 0.070 -0.203
C 9.12459 -3.63330 -8.01914 -0.004 0.094 -0.333
H 5.74878 -3.52572 -8.35082 0.003 -0.060 0.122
H 7.71273 -3.56095 -5.65009 -0.056 -0.205 0.151
H 7.72010 -5.23857 -6.26948 -0.129 0.062 0.242
H 6.22373 -4.27170 -6.32446 0.156 -0.006 -0.079
H 9.35005 -2.59216 -8.26830 0.167 -0.160 -0.033
H 9.35738 -4.26106 -8.88443 0.161 0.148 0.096
H 9.72827 -3.94666 -7.16334 -0.212 0.037 -0.112
C 2.81076 -3.10146 11.91966 0.294 0.217 -0.654
O 3.90398 -3.64738 11.83823 -0.851 0.580 -0.201
N 2.26550 -2.25888 10.97464 0.314 -0.811 1.074
C 0.96243 -1.65138 11.14652 0.220 -0.054 -0.132
C 3.01813 -1.97079 9.77112 0.194 -0.143 0.111
H 2.15624 -3.25197 12.79328 -0.076 0.075 -0.055
H 0.31498 -1.96467 10.32245 -0.142 0.146 0.125
H 1.07510 -0.56360 11.13322 -0.234 -0.021 0.024
H 0.50874 -1.95376 12.09429 0.142 0.008 -0.146
H 3.21653 -2.90808 9.24292 0.106 0.191 -0.085
H 3.97267 -1.51429 10.04945 -0.056 -0.049 -0.256
H 2.46064 -1.29181 9.12056 0.099 -0.136 0.192
C -11.36102 -0.26458 -2.19510 -0.120 0.669 -0.498
O -11.32396 0.53509 -1.26831 -0.017 -0.355 -0.816
N -11.56150 0.05653 -3.52062 0.235 -0.601 1.328
C -11.59192 -0.95129 -4.55982 -0.020 0.219 0.049
C -11.74784 1.44525 -3.88758 0.031 0.155 0.313
H -11.23084 -1.34588 -2.02747 -0.020 -0.009 -0.125
H -10.79926 -0.73764 -5.28263 -0.109 -0.185 -0.086
H -12.56458 -0.91536 -5.05860 0.123 -0.167 -0.114
H -11.43846 -1.95078 -4.14388 -0.023 0.202 0.007
H -10.86540 2.01522 -3.58212 -0.167 0.123 -0.091
H -12.62153 1.83842 -3.35928 0.127 0.136 -0.131
H -11.89464 1.54299 -4.96643 0.039 -0.126 0.207